(1)
Entry from the OMol25 dataset: C5H8O in the gas phase in a non-equilibrium geometry (ωB97M-V with the def2-TZVPD basis set).

Each atom is followed by the atoms it is bonded to, with distances in Å.
Geometry (Å):
1 O 2.82 -0.32 0.17  C2 1.214
2 C 1.87 0.37 -0.15  O1 1.214, C3 1.494, H7 1.107
3 C 0.57 0.01 0.49  C2 1.494, C4 1.551, C6 1.571, H8 1.110
4 C -0.29 -1.11 -0.16  C3 1.551, C5 1.538, H9 1.091, H10 1.095
5 C -1.39 -0.09 -0.51  C4 1.538, C6 1.552, H11 1.095, H12 1.096
6 C -0.69 0.94 0.42  C3 1.571, C5 1.552, H13 1.100, H14 1.094
7 H 2.02 1.25 -0.80  C2 1.107
8 H 1.11 -0.42 1.35  C3 1.110
9 H 0.17 -1.68 -0.96  C4 1.091
10 H -0.62 -1.80 0.63  C4 1.095
11 H -1.36 0.20 -1.57  C5 1.095
12 H -2.42 -0.37 -0.26  C5 1.096
13 H -0.57 1.94 -0.03  C6 1.100
14 H -1.21 1.07 1.37  C6 1.094

Results
Electronic energy in eV: -7360.4921
SMILES: O=CC1CCC1
HOMO level in Eh: -0.35918
Energy relative to the best compared isomer or geometry (same formula, charge and spin) in kcal/mol: 40.7
Kohn-Sham gap in eV: 10.71

(2)
Entry from the OMol25 dataset: 2 unconnected molecules or ions with the total composition C2H6S in a non-equilibrium geometry (ωB97M-V with the def2-TZVPD basis set).

Each atom is followed by the atoms it is bonded to, with distances in Å.
Geometry (Å):
1 C 0.61 -0.22 1.03  C2 1.317, H3 1.088, H4 1.086
2 C 1.12 0.25 2.15  C1 1.317, H5 1.085, H6 1.080
3 H 0.45 0.41 0.16  C1 1.088
4 H 0.61 -1.26 0.73  C1 1.086
5 H 1.00 1.30 2.40  C2 1.085
6 H 1.47 -0.38 2.95  C2 1.080
7 S -1.90 0.52 -3.34  H8 1.320, H9 1.302
8 H -2.54 -0.63 -3.23  S7 1.320
9 H -0.81 0.01 -2.85  S7 1.302

Results
Electronic energy in eV: -13005.2239
SMILES: C=C.S
HOMO level in Eh: -0.36194
Energy relative to the best compared isomer or geometry (same formula, charge and spin) in kcal/mol: 27.0
Kohn-Sham gap in eV: 10.75

(3)
Entry from the OMol25 dataset: 2 unconnected molecules or ions with the total composition C2H3ClO3S in a non-equilibrium geometry (ωB97M-V with the def2-TZVPD basis set).

Each atom is followed by the atoms it is bonded to, with distances in Å.
Geometry (Å):
1 C 1.05 0.89 0.14  C2 1.347, O3 1.381, H8 1.048
2 C 1.43 -0.35 -0.25  C1 1.347, H9 1.071, H10 1.063
3 O -0.29 1.18 -0.03  C1 1.381, Cl7 1.738
4 O -1.35 -2.05 -0.93  S6 1.427
5 O -2.36 -1.28 1.16  S6 1.441
6 S -2.13 -1.07 -0.25  O4 1.427, O5 1.441
7 Cl -0.82 2.83 -0.10  O3 1.738
8 H 1.55 1.54 0.80  C1 1.048
9 H 0.62 -0.90 -0.69  C2 1.071
10 H 2.31 -0.79 0.15  C2 1.063

Results
Electronic energy in eV: -31619.3610
HOMO level in Eh: -0.35859
Energy relative to the best compared isomer or geometry (same formula, charge and spin) in kcal/mol: 48.4
Kohn-Sham gap in eV: 8.70